This record from the Open Molecules 2025 dataset describes a molecular structure, C15H12O3PtS6Sb. The level of theory is ωB97M-V/def2-TZVPD.

XYZ file:
```
38
Properties=species:S:1:pos:R:3:mulliken_charge:R:1
Pt -1.00898 0.98929 -1.04018 1.348
S -3.68994 1.86199 1.53204 -0.067
Sb -2.90810 4.30894 -1.48389 0.546
S -2.60990 0.36538 1.03195 -0.017
S -0.73776 3.39249 -1.44457 -0.517
O 0.95106 0.40114 -1.08887 -1.128
C 1.44180 -0.30079 0.02203 2.796
C 0.36984 -1.28480 0.46848 -0.524
C 0.10326 -1.86961 1.66116 -0.243
C -1.01971 -2.74741 1.59281 -0.687
C -1.57263 -2.80561 0.35512 -0.569
S -0.71267 -1.83539 -0.77596 -0.027
C 1.81044 0.64780 1.17743 -0.338
C 1.01871 1.59673 1.75028 -0.070
C 1.68362 2.37199 2.73371 -0.804
C 2.97960 1.99991 2.89326 -0.427
S 3.39777 0.70813 1.84650 -0.071
C 2.67705 -1.06919 -0.41680 -0.773
C 3.43172 -0.84149 -1.52327 -0.583
C 4.54569 -1.71879 -1.62153 -0.527
C 4.61059 -2.59948 -0.59054 -0.511
S 3.30912 -2.38581 0.50943 0.024
H 0.67245 -1.68021 2.56028 0.549
H -1.40320 -3.29945 2.43915 0.429
H -2.41953 -3.38688 0.02749 0.451
H -0.01308 1.76481 1.48346 0.205
H 1.20767 3.17050 3.28451 0.402
H 3.72172 2.40651 3.56146 0.430
H 3.19486 -0.06848 -2.23928 0.479
H 5.26631 -1.68593 -2.42598 0.392
H 5.34541 -3.36659 -0.40685 0.460
C -5.35847 0.67293 -2.41158 -0.985
C -4.06241 1.38973 -2.10329 0.833
O -4.18844 2.65229 -1.93588 -0.623
O -3.02061 0.72183 -2.02346 -0.727
H -5.98534 1.30148 -3.03906 0.324
H -5.87806 0.50081 -1.46793 0.241
H -5.14984 -0.27879 -2.89164 0.310
```

Computed properties:
HOMO level (alpha / beta), eV: -7.1787 / -8.6285
Calculated total energy, a.u.: -3553.1152
2S+1: 6
M, g/mol: 749.50
LUMO level (alpha / beta), eV: 0.0 / -2.2
HOMO-LUMO gap (alpha / beta), eV: 7.193 / 6.447